Record 1
Molecular formula: C30H67N8O9P
Method: DFT, ωB97M-V/def2-TZVPD

The geometry in XYZ format:
```
115
Properties=species:S:1:pos:R:3:forces:R:3:mulliken_charge:R:1
P -6.51419 -2.57452 -2.82159 -1.181 1.284 -1.604 0.115
O -5.53160 -3.72202 -3.60067 -0.052 0.486 1.546 -0.496
O -1.83824 2.49317 -2.33147 0.023 0.058 0.033 -0.661
O -2.51418 -2.19679 2.28976 -0.058 -0.069 0.139 -0.573
O 9.57798 6.40236 1.17028 -0.077 -0.105 -0.123 -0.642
O 3.96812 -2.44325 -0.79609 0.039 -0.074 0.120 -0.647
O -4.33236 -1.29505 -1.66098 -0.895 -0.386 0.884 -0.335
O 2.31640 5.29919 1.11315 0.031 -0.005 0.179 -0.636
O 5.58805 5.22548 5.95927 0.017 -0.137 0.044 -0.661
O -12.62395 -7.04462 -6.19964 0.144 -0.028 0.072 -0.646
N -0.73897 4.38206 -1.84187 0.008 -0.353 0.032 -0.152
N 4.42701 -4.57942 -1.28393 0.057 0.181 0.364 -0.163
N -1.57906 -0.54615 -1.82658 0.144 -1.361 0.517 0.033
N -11.53646 -5.17371 -5.62496 0.151 -0.433 0.069 -0.154
N 0.49755 5.30498 2.42254 0.412 0.007 0.070 -0.058
N 10.66782 6.11881 -0.76431 -0.379 -0.167 0.138 -0.171
N 6.90568 5.04382 4.15837 -0.101 -0.356 0.423 -0.123
N -3.27458 -1.12410 4.10168 -0.120 -0.371 -0.144 -0.150
C 0.06883 -3.31351 -0.82197 0.148 -1.450 -0.865 -0.103
C -3.57729 -1.39849 -0.42889 0.771 -1.285 0.371 -0.232
C -10.45121 -4.38363 -5.08013 -0.482 0.290 -0.222 -0.685
C -3.24345 -2.20120 3.26952 0.320 0.173 -0.257 0.774
C 7.11730 3.38424 5.95539 0.001 -0.081 0.109 -1.276
C 2.71689 5.39832 3.47022 0.060 0.011 -0.019 -1.366
C -4.12912 -3.37330 3.60276 -0.043 -0.110 -0.042 -1.379
C 10.88583 5.61228 -2.10393 0.370 0.316 0.208 -0.815
C 6.47296 4.61596 5.37382 -0.297 0.414 -0.092 0.788
C -1.34237 -1.82190 -2.52916 0.728 0.100 -1.200 -0.408
C -11.63192 -6.52947 -5.70712 -0.458 0.005 -0.221 0.730
C 0.04109 -2.51833 -2.19341 -0.277 -0.457 -0.365 -0.759
C 9.60773 5.89390 0.05776 0.203 0.284 0.316 0.801
C -0.24013 5.33456 3.66864 -0.269 -0.021 -0.445 -0.946
C 0.36444 5.19047 -1.36121 -0.438 0.092 -0.314 -0.836
C -10.48390 -7.34765 -5.17469 0.056 -0.096 0.016 -1.166
C 4.40552 -3.52203 -0.42615 -0.204 0.311 -0.331 0.868
C 7.93244 4.46318 3.31544 -0.111 0.482 -0.074 -0.698
C -1.93569 -5.19257 -0.48974 -0.097 -0.678 -0.991 -0.128
C -1.05679 -4.40436 -0.78183 0.717 1.353 1.216 -0.482
C 4.93336 -3.73773 0.96854 0.024 0.035 0.109 -1.346
C -7.93901 -3.56756 -2.04194 1.081 -0.886 1.212 -0.664
C 8.49863 5.01113 -0.45334 -0.066 -0.027 0.010 -1.128
C 4.90134 -5.92538 -1.03519 -0.206 0.113 -0.490 -0.853
C -4.06550 -0.94160 5.30147 0.330 0.399 -0.154 -0.884
C 1.84711 5.33088 2.24307 0.060 -0.018 -0.377 0.971
C -5.65410 -1.79062 -1.33712 0.361 -1.164 0.820 -0.448
C -2.14448 -0.71929 -0.48054 -1.284 1.652 0.287 -0.774
C 0.35137 2.22656 -1.39660 0.022 -0.140 -0.001 -0.699
C -0.82600 3.02492 -1.89281 -0.281 -0.084 -0.140 0.733
H 1.23819 2.46043 -1.98923 0.070 0.073 0.198 0.446
H -2.27535 0.33128 -0.05674 0.276 -1.168 -0.497 0.288
H 2.50575 6.31067 4.03101 0.012 -0.141 0.148 0.382
H -3.85889 -3.78293 4.57806 -0.177 0.024 0.016 0.414
H 8.70562 5.21388 3.14960 0.099 -0.217 -0.207 0.302
H 10.98994 6.46144 -2.78210 -0.021 -0.179 -0.201 0.279
H 4.07553 -6.61965 -1.20247 0.156 -0.191 0.117 0.284
H 7.48089 4.19944 2.35780 0.220 -0.145 -0.030 0.121
H 10.06882 4.98014 -2.44171 0.028 0.070 0.110 0.318
H -1.48498 -1.26121 0.24594 -0.562 0.395 -0.967 0.154
H -0.85184 4.43217 3.72987 -0.048 0.063 0.254 0.275
H 11.81382 5.03723 -2.10947 -0.073 -0.087 -0.246 0.277
H 0.41676 5.38346 4.53316 0.024 -0.003 -0.137 0.396
H 8.88337 4.01296 -0.67171 -0.087 0.040 -0.153 0.350
H 8.37787 3.57676 3.76061 -0.142 0.062 0.058 0.323
H 2.54875 4.52184 4.09864 0.010 0.150 0.137 0.359
H -0.89506 6.20810 3.66237 -0.044 -0.049 0.264 0.288
H -2.65667 -0.37868 3.81585 -0.054 -0.056 0.037 0.221
H 5.70114 -6.14695 -1.74463 0.054 -0.223 0.150 0.289
H -8.62549 -2.89959 -1.44364 0.786 -0.439 -0.913 0.306
H -0.02189 5.25931 1.55849 -0.003 -0.021 0.110 0.113
H 0.13647 1.16291 -1.49897 -0.172 0.118 -0.054 -0.170
H 0.53324 2.44399 -0.34171 0.203 0.077 -0.077 0.261
H -10.70231 -8.40559 -5.30827 -0.109 0.142 -0.047 0.276
H -2.16431 -2.58928 -2.42316 0.661 0.710 0.099 0.071
H 5.27493 -6.04812 -0.02195 -0.054 0.101 -0.069 0.327
H -10.84945 -3.77243 -4.26746 0.287 0.082 0.069 0.314
H -4.72302 -3.24949 -3.87779 -0.438 -0.258 0.096 0.321
H -2.10928 0.12224 -2.39143 0.160 -0.364 0.472 0.244
H 4.85159 -2.81044 1.53270 -0.054 -0.027 -0.175 0.304
H 0.09612 -2.67199 0.09753 -0.427 -0.658 -0.901 0.280
H -1.56277 4.85042 -2.18998 0.080 -0.042 0.003 0.235
H -5.17670 -3.06516 3.60025 0.013 -0.075 0.161 0.380
H 1.04428 -3.90046 -0.82098 -1.092 0.715 0.125 0.078
H 8.18678 3.55128 6.09698 -0.004 -0.153 -0.100 0.357
H 0.19813 -3.30056 -3.00750 -0.235 0.832 0.956 0.357
H 11.37100 6.71787 -0.35714 -0.051 -0.048 -0.054 0.239
H 4.34712 -4.50557 1.47731 0.165 -0.058 0.022 0.355
H 6.43031 5.87264 3.83242 0.114 -0.036 0.005 0.212
H -10.07381 -3.72868 -5.86768 0.237 0.066 0.196 0.283
H -9.63855 -4.99920 -4.70337 -0.121 -0.050 -0.095 0.149
H -10.34712 -7.15400 -4.10889 0.169 0.028 -0.063 0.340
H 5.98494 -4.02906 0.93128 -0.070 -0.131 0.102 0.374
H -4.22122 -1.00821 0.40952 0.863 -0.176 -0.634 0.472
H -7.50664 -4.30553 -1.28604 -0.606 0.684 -0.895 0.307
H 6.95319 2.52853 5.29751 0.182 0.001 0.017 0.329
H -12.34007 -4.69169 -6.00001 0.082 -0.024 0.032 0.219
H -2.68036 -6.02146 -0.48766 1.076 1.367 0.190 0.398
H -6.28923 -0.95153 -0.92658 0.353 -0.812 -0.586 0.296
H 6.67050 3.16616 6.92385 -0.042 0.140 -0.108 0.318
H 0.93194 -1.82118 -2.29550 -1.226 -0.614 0.437 0.268
H 8.05390 5.44804 -1.34940 0.030 -0.170 -0.046 0.388
H -3.40634 -2.51066 -0.24070 -0.348 1.246 -0.066 0.209
H -8.52555 -4.15389 -2.79856 0.671 0.802 0.597 0.001
H -4.69555 -0.05971 5.16971 -0.134 -0.079 0.226 0.287
H 1.19593 4.58719 -1.01018 -0.137 0.054 0.031 0.347
H -3.99573 -4.15089 2.85245 0.095 0.164 -0.001 0.252
H 4.05868 -4.36146 -2.19830 0.032 -0.036 0.072 0.225
H 0.00133 5.81539 -0.54369 0.312 0.117 0.013 0.232
H -9.56882 -7.11114 -5.72128 0.054 0.023 0.176 0.333
H 3.76303 5.41203 3.17082 -0.138 -0.022 -0.064 0.200
H -5.58104 -2.58388 -0.52793 0.075 0.822 -0.618 0.244
H 7.72599 4.92431 0.30730 0.127 0.109 -0.038 0.131
H 0.70197 5.83277 -2.17730 0.191 0.099 0.170 0.279
H -1.29838 -1.56751 -3.63860 -0.074 -0.322 1.274 0.388
H -4.69273 -1.80326 5.51451 0.088 0.032 -0.095 0.343
H -3.38758 -0.77184 6.14031 -0.217 -0.035 0.164 0.291
```
Positions in Å, forces in eV/Å.

Computed properties:
**SMILES string**: C#CCCCNCCOCP(C)O.CNC(C)=O.CNC(C)=O.CNC(C)=O.CNC(C)=O.CNC(C)=O.CNC(C)=O.CNC(C)=O
**Total charge**: 0


Record 2
Molecular formula: C30H56N6O2
Method: DFT, ωB97M-V/def2-TZVPD

The geometry in XYZ format:
```
94
Properties=species:S:1:pos:R:3:forces:R:3:mulliken_charge:R:1
O -5.90596 20.29839 26.16583 0.144 -0.699 0.765 -0.978
O -7.82075 24.12602 23.87389 -0.282 0.344 -0.701 -0.958
N -12.31329 28.02632 22.07375 -0.027 0.043 -0.015 -0.639
N -8.82465 14.17365 22.65499 0.049 0.046 -0.039 -0.577
N -9.80567 21.35356 26.04564 -0.196 -0.149 -0.104 -0.320
N -15.76239 22.18310 24.35102 -0.115 0.075 0.027 -0.588
N -3.99364 17.34676 21.32789 0.013 -0.013 -0.253 -0.509
N -11.77591 19.97328 20.81123 -0.110 -0.014 0.185 -0.523
C -11.21999 19.40708 27.07285 -0.292 0.811 -0.002 -0.638
C -4.54841 20.52680 20.10047 -0.740 0.691 1.804 -0.093
C -8.08702 23.62349 22.63686 0.280 0.188 2.610 1.534
C -13.38607 22.80066 23.46024 0.125 -0.324 0.696 0.515
C -5.20038 19.15889 19.84516 1.492 -0.126 -0.591 -0.234
C -10.38760 20.44646 26.44530 0.363 -0.175 0.270 0.217
C -8.60113 15.24869 22.99818 -0.153 -0.054 0.307 0.142
C -4.54481 18.12168 20.68327 -0.788 0.354 0.124 0.206
C -6.50317 17.97236 26.56006 -0.063 0.482 1.091 -1.747
C -9.22926 18.95617 23.08142 -0.822 0.121 1.897 0.720
C -9.65485 17.49202 23.22391 1.817 0.025 -2.034 -0.471
C -6.30190 19.15451 25.58733 0.287 0.778 -1.089 2.327
C -11.51226 20.76668 20.02558 -0.328 -0.297 -0.177 0.166
C -5.30247 18.83041 24.41625 -0.211 0.546 -0.181 -1.184
C -12.02040 18.55707 26.06374 0.398 0.055 0.114 -0.386
C -11.22647 21.70684 18.94797 0.078 0.495 0.817 -0.366
C -9.39782 22.83182 22.61679 -0.516 -0.175 -0.326 0.591
C -13.25593 24.28512 23.13476 0.113 0.611 0.347 1.036
C -11.59060 24.13705 19.65047 0.407 0.074 0.221 -0.855
C -3.04857 20.62568 20.26599 0.457 0.220 0.217 -1.411
C -8.99218 27.42756 20.31317 0.077 -0.257 -0.851 -1.118
C -11.29679 27.54350 22.30859 0.241 -0.095 -0.105 0.176
C -12.51195 19.34879 24.86009 -0.434 0.909 0.010 -0.726
C -12.18673 22.92092 18.94440 0.870 0.030 0.037 -0.548
C -8.37546 16.63664 23.43577 -0.820 -0.762 0.223 0.499
C -6.97876 22.66250 22.19346 0.468 -0.612 -1.753 -1.413
C -13.35483 25.22709 24.33623 -0.264 -0.209 0.772 -1.537
C -14.72435 22.46710 23.94985 -0.042 -0.245 -0.257 -0.027
C -8.85110 27.52856 21.82744 -0.447 1.359 -0.549 -0.669
C -9.99725 26.92390 22.60434 -0.331 -1.043 0.029 0.850
H -4.32746 18.55410 24.82791 -0.022 -0.259 -0.055 0.429
H -10.05021 25.86076 22.33738 -0.135 -0.027 0.213 -0.717
H -12.26528 23.25541 17.90878 -0.584 -0.367 -0.076 0.314
H -7.29554 19.32269 25.11309 -0.298 -0.338 -0.303 -0.962
H -5.63512 17.96802 27.23155 0.139 -0.307 -0.182 0.462
H -8.13806 16.62016 24.49925 0.474 0.099 -0.103 -0.029
H -12.87269 18.13178 26.59659 0.005 -0.079 -0.020 0.453
H -10.65073 18.82072 27.79217 0.210 -0.141 -0.262 0.366
H -11.29245 21.16533 18.00683 0.368 -0.016 -0.014 0.440
H -7.32955 18.26660 27.22170 -0.047 -0.011 -0.046 0.163
H -12.72628 22.48378 24.27799 0.226 0.412 -0.031 -0.024
H -10.22747 22.07707 19.20180 0.172 -0.159 -0.687 0.206
H -6.28349 19.20824 19.89621 -0.028 -0.203 0.512 0.295
H -7.16347 22.20352 21.19451 -0.255 0.344 -0.157 0.075
H -2.72121 20.09591 21.16472 -0.116 -0.476 -0.278 0.347
H -12.29824 24.44186 22.64173 -0.070 0.017 -0.116 -1.031
H -14.19556 24.96510 24.98939 -0.182 -0.079 -0.256 0.448
H -6.73807 16.95947 26.20882 0.242 0.027 -0.413 0.330
H -6.83413 21.75596 22.78707 -0.156 0.496 0.783 0.223
H -2.42276 20.32667 19.42223 -0.068 0.093 -0.055 0.314
H -10.35877 17.36105 24.03583 -0.233 -0.275 -0.241 -0.047
H -14.06229 24.62608 22.48342 0.118 -0.412 -0.426 0.391
H -7.88749 27.12171 22.12186 -0.156 -0.199 0.306 0.388
H -10.28496 23.41380 22.90643 0.152 0.430 -0.383 -0.384
H -10.01830 17.20055 22.23471 -0.702 -0.328 0.370 0.378
H -4.84240 20.86865 21.10402 -0.538 -0.425 -0.035 -0.056
H -8.16414 19.12399 22.94376 -0.031 -0.090 -0.368 0.079
H -5.01269 21.33507 19.53128 0.271 -0.366 -0.711 0.470
H -13.09077 22.12286 22.65643 -0.285 0.189 -0.265 0.050
H -11.87455 20.03370 27.69080 -0.357 -0.323 -0.028 0.323
H -12.50588 25.21462 25.02298 0.309 -0.081 -0.372 0.317
H -9.04161 26.39795 19.94570 0.263 -0.098 0.284 0.167
H -8.13639 27.90891 19.83224 0.129 -0.169 0.069 0.356
H -13.39227 19.93427 25.15103 -0.258 -0.333 -0.116 0.460
H -2.84605 21.65609 20.57244 0.172 0.099 -0.542 0.414
H -13.53277 26.24920 24.00624 0.181 0.023 -0.058 0.419
H -9.86612 19.52019 22.40658 0.152 -0.004 -0.119 -0.315
H -12.17126 25.02972 19.41858 -0.091 0.025 0.269 0.471
H -8.18712 24.47852 21.91883 0.023 -0.187 -0.854 -0.509
H -13.12512 22.57078 19.37115 -0.285 0.448 -0.270 0.414
H -9.42786 22.04094 23.37117 0.568 -0.189 -0.174 -0.226
H -10.57434 24.32114 19.28626 -0.092 -0.039 -0.265 0.394
H -9.85935 26.94803 23.68530 0.228 0.005 -0.031 0.422
H -9.85482 27.90373 19.83472 -0.229 0.206 0.650 0.386
H -12.73788 18.75132 23.97866 -0.136 -0.171 0.151 0.348
H -11.40126 17.71436 25.75605 0.064 0.045 -0.042 0.187
H -11.84492 20.14629 24.52196 0.520 -0.420 0.082 -0.195
H -9.42657 19.30321 24.10059 0.312 0.920 -0.267 -0.472
H -6.01938 23.17072 22.05983 -0.009 0.104 0.416 0.381
H -5.15194 19.79425 23.91648 0.031 0.105 0.210 0.150
H -4.95673 18.82839 18.82874 -0.141 0.120 -0.135 0.298
H -11.42903 24.04041 20.72511 -0.404 -0.153 0.014 -0.065
H -5.59948 18.17761 23.58142 -0.103 -0.570 0.419 0.015
H -9.48839 22.42851 21.59305 -0.556 -0.244 0.137 -0.366
H -7.52971 16.98588 22.84761 0.033 0.350 0.230 -0.015
H -8.88993 28.60158 22.05678 0.505 -0.029 0.105 0.409
```
Positions in Å, forces in eV/Å.

Computed properties:
**Total charge**: -2


Number 1: frontier orbital gap 8.00 eV, DFT total energy -2639.793865 Ha, highest occupied orbital energy -7.63 eV. Number 2: frontier orbital gap 4.11 eV, DFT total energy -1655.520585 Ha, highest occupied orbital energy -0.27 eV.